Record 1
Computed, not measured: a gas-phase ion, C10H11N4O (charge +1) in a non-equilibrium geometry, with ωB97M-V with the def2-TZVPD basis set.

The geometry in XYZ format:
```
26
C10H11N4O, DFT ωB97M-V with the def2-TZVPD basis set
C -0.256 -1.903 -2.835
C 0.715 -0.850 -2.580
C 1.869 -0.578 -3.202
C 0.499 0.040 -1.056
N 1.429 0.916 -0.616
N 1.165 1.206 0.635
C -0.066 0.713 0.947
C -0.762 1.092 2.140
N -0.250 1.877 3.097
C 0.873 1.735 3.700
O 1.744 0.747 3.417
C -2.066 0.676 2.175
C -2.613 -0.063 1.075
C -1.823 -0.462 0.005
N -0.554 -0.020 -0.095
H -0.132 -2.645 -3.682
H -0.222 -2.642 -1.946
H -1.280 -1.391 -2.818
H 1.842 -0.672 -4.231
H 2.246 0.349 -2.757
H 2.667 -1.243 -2.992
H 1.073 2.545 4.426
H 2.455 0.851 4.090
H -2.687 0.897 2.977
H -3.645 -0.320 1.014
H -2.223 -0.857 -0.887
```

Computed properties:
Structure (SMILES): CC(C)=C1N=Nc2c(/N=C\O)ccc[n+]21
ΔE to the lowest compared entry with this formula, charge and spin: 70.1 kcal/mol
Total charge: +1
Gap between HOMO and LUMO (alpha / beta): 5.957 / 5.950 eV

Record 2
Computed, not measured: C10H11NO in the gas phase in a non-equilibrium geometry, with ωB97M-V with the def2-TZVPD basis set.

The geometry in XYZ format:
```
23
C10H11NO, DFT ωB97M-V with the def2-TZVPD basis set
N 3.197 -1.134 0.754
C 2.235 -1.178 -0.237
C 1.256 -0.035 -0.338
C 1.647 1.177 -0.479
C 0.669 2.261 -0.345
O -0.386 1.882 0.468
C -0.987 0.775 0.092
C -2.349 0.666 0.393
C -3.065 -0.484 0.040
C -2.382 -1.652 -0.219
C -0.959 -1.664 -0.224
C -0.208 -0.425 -0.087
H 4.223 -1.372 0.550
H 2.767 -1.698 1.482
H 1.728 -2.313 -0.258
H 2.592 -1.091 -1.238
H 2.671 1.455 -0.450
H 1.257 3.125 0.138
H 0.390 2.362 -1.340
H -2.749 1.497 1.047
H -4.065 -0.523 0.246
H -2.867 -2.629 -0.434
H -0.372 -2.573 -0.336
```

Computed properties:
Structure (SMILES): NCC1=CCOc2ccccc21
ΔE to the lowest compared entry with this formula, charge and spin: 88.1 kcal/mol
Gap between HOMO and LUMO: 8.915 eV

Record 3
Computed, not measured: C10H11NO in the gas phase in a non-equilibrium geometry, with ωB97M-V with the def2-TZVPD basis set.

The geometry in XYZ format:
```
23
C10H11NO, DFT ωB97M-V with the def2-TZVPD basis set
O 1.798 1.632 -1.948
C 0.997 0.834 -1.583
C 0.169 -0.147 -2.400
C -0.447 -1.362 -1.647
C -1.741 -1.184 -0.777
N -1.547 -1.157 0.688
C -0.403 -0.160 0.867
C -0.297 0.053 2.240
C 0.562 0.935 2.865
C 1.414 1.683 2.083
C 1.360 1.506 0.714
C 0.529 0.635 0.004
H 0.787 -0.536 -3.214
H -0.629 0.441 -2.861
H -0.688 -2.097 -2.419
H 0.332 -1.809 -1.024
H -2.218 -0.230 -1.025
H -2.442 -1.987 -1.020
H -1.236 -2.060 1.034
H -0.978 -0.523 2.853
H 0.542 1.038 3.941
H 2.104 2.393 2.516
H 2.033 2.102 0.111
```

Computed properties:
Structure (SMILES): O=C1CCCNc2ccccc21
ΔE to the lowest compared entry with this formula, charge and spin: 52.9 kcal/mol
Gap between HOMO and LUMO: 9.155 eV

Record 4
Computed, not measured: C10H11NO2 in the gas phase in a non-equilibrium geometry, with ωB97M-V with the def2-TZVPD basis set.

The geometry in XYZ format:
```
24
C10H11NO2, DFT ωB97M-V with the def2-TZVPD basis set
C 2.193 1.716 0.916
O 2.470 0.565 0.158
C 1.522 -0.356 -0.167
C 1.902 -1.698 -0.253
C 0.936 -2.705 -0.477
C -0.419 -2.367 -0.424
C -0.797 -1.011 -0.443
C 0.188 -0.102 -0.391
N -0.188 1.368 -0.649
O 0.528 2.085 -1.466
C -1.316 1.831 -0.123
C -2.126 0.815 0.608
C -2.253 -0.423 -0.357
H 3.066 1.822 1.636
H 1.364 1.469 1.418
H 1.955 2.572 0.288
H 2.877 -1.947 -0.023
H 1.183 -3.696 -0.734
H -1.154 -3.155 -0.509
H -1.759 2.743 -0.255
H -1.696 0.426 1.506
H -3.091 1.300 0.952
H -2.536 0.050 -1.214
H -2.850 -1.303 0.003
```

Computed properties:
Structure (SMILES): COc1cccc2c1[N+]([O-])=CCC2
ΔE to the lowest compared entry with this formula, charge and spin: 114.0 kcal/mol
Gap between HOMO and LUMO (alpha / beta): 8.821 / 8.822 eV

Record 5
Computed, not measured: a molecular structure, C10H11NO2S in a non-equilibrium geometry, with ωB97M-V with the def2-TZVPD basis set.

The geometry in XYZ format:
```
25
C10H11NO2S, DFT ωB97M-V with the def2-TZVPD basis set
C 3.340 0.763 0.693
C 2.809 0.985 -0.605
C 2.435 0.357 1.701
C 1.518 0.756 -0.871
C 1.049 0.218 1.397
C 0.643 0.273 0.090
C -2.899 1.039 -0.173
C -3.399 -0.186 0.478
C -0.734 -0.080 -0.392
C 0.008 -2.209 -1.164
N -1.521 1.021 -0.710
O -3.558 2.023 -0.357
O -0.894 -1.110 -1.273
S -2.100 -1.042 1.385
H 4.436 0.916 0.681
H 3.520 1.435 -1.433
H 2.651 0.214 2.770
H 1.236 0.861 -1.948
H 0.337 -0.095 2.269
H -4.206 0.259 1.279
H -3.779 -0.987 -0.119
H -0.293 -2.595 -0.125
H 1.013 -2.007 -1.097
H -0.340 -2.775 -1.922
H -1.272 1.968 -0.556
```

Computed properties:
ΔE to the lowest compared entry with this formula, charge and spin: 31.5 kcal/mol
Gap between HOMO and LUMO: 8.425 eV

Record 6
Computed, not measured: 2 unconnected molecules or ions with the total composition C10H11NO3 in a non-equilibrium geometry, with ωB97M-V with the def2-TZVPD basis set.

The geometry in XYZ format:
```
25
C10H11NO3, DFT ωB97M-V with the def2-TZVPD basis set
C -1.908 3.060 1.250
C -2.337 2.719 -0.050
C -0.741 2.564 1.732
C -1.606 1.833 -0.804
C 0.083 1.761 1.004
C -0.318 1.403 -0.289
C 0.494 0.494 -1.003
C 0.554 -1.493 0.295
C 1.192 0.099 -1.994
C 1.978 -3.250 0.410
N -0.458 -2.294 0.181
O -1.597 -1.664 -0.456
O -0.678 -3.368 0.750
O 1.768 -1.855 0.685
H -2.458 3.691 1.774
H -3.267 3.084 -0.345
H -0.294 2.714 2.630
H -2.115 1.643 -1.753
H 0.921 1.458 1.544
H 1.650 -0.814 -2.214
H 1.529 0.797 -2.899
H -2.309 -1.789 0.169
H 1.741 -3.502 -0.747
H 1.486 -3.892 1.086
H 2.970 -3.397 0.724
```

Computed properties:
ΔE to the lowest compared entry with this formula, charge and spin: 242.2 kcal/mol
Gap between HOMO and LUMO: 7.056 eV

Record 7
Computed, not measured: 2 unconnected molecules or ions with the total composition C10H11NO3Se in a non-equilibrium geometry, with ωB97M-V with the def2-TZVPD basis set.

The geometry in XYZ format:
```
26
C10H11NO3Se, DFT ωB97M-V with the def2-TZVPD basis set
C -2.706 0.143 1.220
C -2.927 -1.193 1.086
C -2.018 0.816 0.193
C -2.542 -1.873 -0.033
C -1.481 0.074 -0.871
C -1.711 -1.282 -1.023
C 2.544 2.122 -0.159
C 3.252 -0.316 -0.165
C 1.012 -0.947 0.831
C 2.299 0.775 0.206
N 1.092 0.344 0.621
O 3.589 2.510 -0.651
O 1.451 2.880 0.055
O -1.267 -1.923 -2.157
Se 2.446 -2.054 0.321
H -3.186 0.469 2.178
H -3.420 -1.648 1.830
H -1.765 1.797 0.115
H -2.729 -2.844 -0.294
H 3.570 -0.426 -1.288
H 4.235 0.003 0.457
H 0.061 -1.519 1.115
H -0.823 0.698 -1.534
H 0.301 0.865 0.967
H 1.440 3.808 -0.308
H -0.718 -1.282 -2.711
```

Computed properties:
Gap between HOMO and LUMO (alpha / beta): 5.905 / 8.226 eV
Multiplicity: 3

Record 8
Computed, not measured: a molecular structure, C10H11NO4P in a non-equilibrium geometry, with ωB97M-V with the def2-TZVPD basis set.

The geometry in XYZ format:
```
27
C10H11NO4P, DFT ωB97M-V with the def2-TZVPD basis set
C 3.646 -0.506 0.281
C 3.118 0.612 0.845
C 2.927 -1.193 -0.702
C 1.882 1.099 0.409
C 1.730 -0.722 -1.100
C 1.218 0.368 -0.527
C -1.571 2.468 -0.060
C -2.143 3.670 0.177
C -2.178 -2.302 -0.480
C -1.837 -2.167 0.896
N -0.145 0.742 -0.961
O -0.492 2.160 -0.820
O -2.289 1.261 0.130
O -2.173 -1.022 -1.112
O -1.117 -0.966 1.050
P -1.432 -0.008 -0.209
H 4.433 -1.005 0.705
H 3.628 1.099 1.660
H 3.334 -2.092 -1.277
H 1.319 1.909 0.928
H 1.314 -1.183 -2.025
H -1.616 4.546 0.109
H -2.984 3.891 0.830
H -1.574 -3.030 -0.995
H -3.129 -2.708 -0.622
H -2.695 -2.025 1.495
H -1.171 -2.895 1.372
```

Computed properties:
Total charge: +1
Gap between HOMO and LUMO: 9.762 eV

Record 9
Computed, not measured: a gas-phase ion, C10H11NOP (charge +1) in a non-equilibrium geometry, with ωB97M-V with the def2-TZVPD basis set.

The geometry in XYZ format:
```
24
C10H11NOP, DFT ωB97M-V with the def2-TZVPD basis set
C 0.501 1.227 1.956
C 0.250 2.065 0.971
C 0.457 1.616 -0.534
C 1.749 0.833 -0.358
O 2.870 1.152 -0.335
N 1.357 -0.475 0.048
P 2.566 -1.797 0.504
C 0.085 -0.749 -0.204
C -0.634 -1.940 -0.192
C -2.048 -1.886 -0.283
C -2.634 -0.618 -0.502
C -1.968 0.571 -0.696
C -0.551 0.489 -0.826
H 0.739 0.165 1.879
H 0.323 1.562 3.003
H -0.009 3.120 1.098
H 0.357 2.444 -1.332
H 3.510 -0.965 0.255
H 2.417 -2.213 -0.733
H -0.161 -2.799 0.075
H -2.656 -2.781 -0.340
H -3.655 -0.587 -0.626
H -2.371 1.509 -0.887
H -0.493 0.057 -1.939
```

Computed properties:
Structure (SMILES): C=C[C@H]1C(=O)[N+](P)=C2C=CC=C[C@H]21
ΔE to the lowest compared entry with this formula, charge and spin: 97.7 kcal/mol
Total charge: +1
Gap between HOMO and LUMO: 7.859 eV

Record 10
Computed, not measured: C10H11NS in the gas phase in a non-equilibrium geometry, with ωB97M-V with the def2-TZVPD basis set.

The geometry in XYZ format:
```
23
C10H11NS, DFT ωB97M-V with the def2-TZVPD basis set
C 3.005 0.274 0.807
C 2.695 1.211 -0.145
C 2.129 -0.774 1.010
C 1.577 1.027 -0.990
C 0.911 -0.854 0.399
C 0.633 0.098 -0.695
C -0.261 -1.805 0.401
C -2.560 -0.645 -0.064
C -2.174 2.122 -0.150
C -1.218 -1.149 -0.589
N -0.476 -0.144 -1.346
S -2.344 0.874 0.989
H 3.856 0.311 1.400
H 3.414 2.187 -0.299
H 2.496 -1.545 1.796
H 1.216 1.726 -1.779
H 0.075 -2.786 0.145
H -0.808 -1.973 1.415
H -3.126 -0.099 -0.830
H -3.165 -1.352 0.562
H -1.915 2.992 0.435
H -2.617 2.153 -1.101
H -1.341 -1.849 -1.371
```

Computed properties:
ΔE to the lowest compared entry with this formula, charge and spin: 96.2 kcal/mol
Gap between HOMO and LUMO (alpha / beta): 4.819 / 3.113 eV

Record 11
Computed, not measured: a molecular structure, C10H11NS2 in a non-equilibrium geometry, with ωB97M-V with the def2-TZVPD basis set.

The geometry in XYZ format:
```
24
C10H11NS2, DFT ωB97M-V with the def2-TZVPD basis set
C 2.232 0.941 0.631
C 1.389 2.042 0.511
C 1.853 -0.254 0.063
C 0.130 1.836 0.039
C 0.595 -0.445 -0.510
C -0.331 0.606 -0.595
C -0.185 -2.782 -0.174
C 0.275 -1.812 -1.125
C -1.596 0.609 -1.251
C -2.692 0.647 -0.293
N -0.582 -3.462 0.637
S -3.220 2.121 0.342
S -3.327 -0.789 0.498
H 3.167 0.902 1.215
H 1.757 2.978 0.996
H 2.499 -1.088 0.263
H -0.536 2.701 -0.021
H -0.491 -1.524 -1.875
H 1.152 -2.145 -1.593
H -1.760 1.460 -1.845
H -1.759 -0.360 -1.926
H 2.463 -1.277 2.312
H 3.130 -0.983 2.709
H -4.165 0.082 0.990
```

Computed properties:
ΔE to the lowest compared entry with this formula, charge and spin: 57.9 kcal/mol
Gap between HOMO and LUMO: 8.179 eV

Record 12
Computed, not measured: C10H11OP in the gas phase in a non-equilibrium geometry, with ωB97M-V with the def2-TZVPD basis set.

The geometry in XYZ format:
```
23
C10H11OP, DFT ωB97M-V with the def2-TZVPD basis set
C -3.176 0.491 -0.911
C -2.691 1.700 -0.450
C -2.242 -0.477 -1.280
C -1.353 1.900 -0.139
C -0.892 -0.280 -1.055
C -0.386 0.922 -0.481
C 3.594 -0.059 0.247
C 1.271 -1.752 0.319
C 0.982 -1.360 1.812
C 0.951 1.030 -0.148
O 1.227 -2.849 -0.133
P 2.064 -0.232 -0.400
H -4.151 0.348 -1.090
H -3.513 2.388 -0.274
H -2.579 -1.463 -1.819
H -0.988 2.910 0.274
H -0.253 -1.111 -1.401
H 4.005 -0.945 0.674
H 4.238 0.799 0.181
H -0.044 -1.604 1.878
H 1.540 -2.114 2.463
H 1.019 -0.293 1.784
H 1.375 2.052 -0.052
```

Computed properties:
Gap between HOMO and LUMO (alpha / beta): 6.925 / 7.306 eV
Multiplicity: 3